# 1
ORCA calculation (ωB97M-V with the def2-TZVPD basis set) on C4H10NO3PS in the gas phase.

- relative energy (zero: lowest compared OMol25 entry of this formula, charge and spin) (kJ/mol) = 80.5
- LUMO level (eV) = 0.65
- SMILES = CO[P@](=N)(OC(C)=O)SC
- net charge = 0
- orbital gap (Ha) = 0.3791
- molecular weight (g mol⁻¹) = 183.169
- energy (Eh) = -1178.43409

Element x y z (Å)
C: 2.635 0.818 -0.993
O: 1.327 1.353 -0.652
P: 0.616 0.549 0.498
N: 1.614 -0.257 1.339
O: -0.423 -0.447 -0.427
C: -1.054 -1.561 0.127
C: -0.139 -2.548 0.911
O: -2.182 -1.793 -0.176
S: -0.796 1.779 1.336
C: -2.077 2.249 0.174
H: 3.383 1.572 -1.057
H: 2.575 0.167 -1.811
H: 3.040 0.192 -0.206
H: 1.376 -0.406 2.377
H: -0.421 -2.671 1.993
H: -0.232 -3.452 0.334
H: 0.843 -2.059 1.120
H: -2.914 2.830 0.641
H: -2.492 1.464 -0.371
H: -1.897 3.139 -0.436

=====

# 2
ORCA calculation (ωB97M-V with the def2-TZVPD basis set) on 2 unconnected molecules or ions with the total composition C4H10NO4.

- relative energy (zero: lowest compared OMol25 entry of this formula, charge and spin) (kJ/mol) = 261.5
- LUMO level (alpha / beta) (eV) = -0.32 / -0.38
- net charge = 0
- orbital gap (alpha / beta) (Ha) = 0.1005 / 0.2598
- molecular weight (g mol⁻¹) = 136.127
- energy (Eh) = -513.95673
- multiplicity = 2
- expectation value of S² = 0.7532

Element x y z (Å)
O: -0.695 -1.034 2.571
C: -0.333 -0.023 2.079
C: 0.533 0.026 0.742
C: -0.266 0.661 -0.378
C: -0.433 2.172 -0.193
O: -1.337 2.334 0.777
O: 0.281 2.913 -0.793
N: 0.943 -1.431 0.244
H: -0.580 1.017 2.512
H: 1.442 0.629 0.942
H: -1.223 0.174 -0.510
H: 0.148 0.497 -1.304
H: -1.712 3.201 1.005
H: 1.365 -1.540 -0.811
H: 1.734 -1.688 0.934
H: 0.090 -2.143 0.421
H: -0.754 -1.847 -2.882
H: 0.760 -2.156 -2.966
O: 0.038 -1.763 -2.390

=====

# 3
ORCA calculation (ωB97M-V with the def2-TZVPD basis set) on 2 unconnected molecules or ions with the total composition C4H10NOS.

- relative energy (zero: lowest compared OMol25 entry of this formula, charge and spin) (kJ/mol) = 184.8
- LUMO level (eV) = 3.96
- net charge = -1
- orbital gap (Ha) = 0.2599
- molecular weight (g mol⁻¹) = 120.197
- energy (Eh) = -686.59422

Element x y z (Å)
O: 0.151 -1.763 -1.058
C: -0.765 -1.304 -0.308
C: -1.001 -1.896 1.044
N: -2.071 -1.163 1.788
H: -1.560 -0.650 -0.726
H: -1.293 -2.968 0.921
H: -0.083 -1.909 1.608
H: -1.846 -1.160 2.786
H: -2.110 -0.132 1.575
C: 1.806 2.279 -1.052
C: 0.937 0.996 -0.973
S: 0.028 0.842 0.596
H: 2.447 2.414 -0.192
H: 1.217 3.209 -1.093
H: 2.312 2.271 -2.029
H: 1.530 0.084 -1.022
H: 0.301 0.850 -1.863

=====

# 4
ORCA calculation (ωB97M-V with the def2-TZVPD basis set) on a gas-phase ion, C4H10NOS (charge -1).

- relative energy (zero: lowest compared OMol25 entry of this formula, charge and spin) (kJ/mol) = 231.4
- LUMO level (eV) = 3.17
- SMILES = N[C@H](C[O-])CCS
- net charge = -1
- orbital gap (Ha) = 0.2117
- molecular weight (g mol⁻¹) = 120.197
- energy (Eh) = -686.57647

Element x y z (Å)
N: 0.906 -1.334 -0.802
C: 0.550 0.006 -0.373
C: 1.810 0.798 0.139
O: 2.950 0.349 -0.430
C: -0.556 0.015 0.638
C: -1.926 -0.471 0.201
S: -2.658 0.519 -1.139
H: 0.956 -1.947 0.013
H: 1.917 -1.201 -1.010
H: 0.217 0.536 -1.230
H: 1.578 1.867 -0.044
H: 1.847 0.626 1.258
H: -0.628 1.007 1.104
H: -0.185 -0.506 1.536
H: -1.766 -1.472 -0.203
H: -2.672 -0.518 0.989
H: -2.338 1.724 -0.648

=====

# 5
ORCA calculation (ωB97M-V with the def2-TZVPD basis set) on a gas-phase ion, C4H10NOS (charge +1).

- relative energy (zero: lowest compared OMol25 entry of this formula, charge and spin) (kJ/mol) = 157.1
- LUMO level (eV) = -3.98
- SMILES = [NH3+][C@H](C=O)CCS
- net charge = +1
- orbital gap (Ha) = 0.3257
- molecular weight (g mol⁻¹) = 120.197
- energy (Eh) = -686.31117

Element x y z (Å)
N: -1.143 -0.998 1.338
C: -0.445 -0.579 0.104
C: 0.743 -1.524 -0.056
O: 1.276 -2.060 0.877
C: -0.022 0.871 0.273
C: 0.801 1.607 -0.775
S: -0.116 1.740 -2.321
H: -1.488 -1.953 1.189
H: -1.848 -0.368 1.730
H: -0.437 -1.099 2.084
H: -1.098 -0.743 -0.755
H: 0.964 -1.924 -1.059
H: -0.936 1.521 0.392
H: 0.499 0.981 1.232
H: 1.752 1.083 -0.882
H: 0.908 2.627 -0.377
H: 0.590 0.817 -2.994

=====

# 6
ORCA calculation (ωB97M-V with the def2-TZVPD basis set) on a gas-phase ion, C4H10NOS (charge +1).

- relative energy (zero: lowest compared OMol25 entry of this formula, charge and spin) (kJ/mol) = 268.0
- LUMO level (eV) = -4.30
- SMILES = [NH3+][C@@H](C=O)CCS
- net charge = +1
- orbital gap (Ha) = 0.3173
- molecular weight (g mol⁻¹) = 120.197
- energy (Eh) = -686.26892

Element x y z (Å)
N: -0.529 2.129 -1.005
C: -0.134 0.859 -0.199
C: -1.333 0.624 0.657
O: -2.078 1.577 0.955
C: 0.322 -0.346 -1.323
C: 0.492 -1.773 -0.618
S: 1.499 -1.520 0.938
H: -0.923 2.752 -0.288
H: 0.092 2.633 -1.568
H: -1.216 1.908 -1.664
H: 0.788 1.225 0.299
H: -1.654 -0.296 0.900
H: 1.288 0.171 -1.797
H: -0.513 -0.458 -2.102
H: -0.449 -2.137 -0.251
H: 0.868 -2.450 -1.451
H: 1.977 -2.742 1.220

=====

# 7
ORCA calculation (ωB97M-V with the def2-TZVPD basis set) on C4H10NOS2 in the gas phase.

- relative energy (zero: lowest compared OMol25 entry of this formula, charge and spin) (kJ/mol) = 217.2
- LUMO level (alpha / beta) (eV) = 0.74 / -2.29
- net charge = 0
- orbital gap (alpha / beta) (Ha) = 0.3481 / 0.2305
- molecular weight (g mol⁻¹) = 152.264
- energy (Eh) = -1084.57673
- multiplicity = 2
- expectation value of S² = 0.7583

Element x y z (Å)
S: 2.979 1.983 -0.810
S: 0.733 1.922 -1.070
C: 0.809 0.355 -0.386
C: -0.665 -0.177 -0.263
C: -1.690 1.024 -0.350
O: -1.018 2.177 -0.705
N: -1.087 -1.050 0.844
C: 0.035 -1.954 1.116
H: 3.785 1.567 -1.801
H: 0.946 0.482 0.680
H: 1.468 -0.409 -0.716
H: -1.032 -0.864 -1.078
H: -2.271 1.079 -1.252
H: -2.139 1.273 0.628
H: -1.423 -0.568 1.566
H: 0.602 -1.616 1.953
H: -0.693 -2.860 1.394
H: 0.660 -2.363 0.250

=====

# 8
ORCA calculation (ωB97M-V with the def2-TZVPD basis set) on a molecular structure, C4H10NS.

- relative energy (zero: lowest compared OMol25 entry of this formula, charge and spin) (kJ/mol) = 404.4
- LUMO level (eV) = -4.82
- net charge = +1
- orbital gap (Ha) = 0.3058
- molecular weight (g mol⁻¹) = 104.198
- energy (Eh) = -610.94920

Element x y z (Å)
C: -0.239 -1.472 0.029
C: 0.147 -0.070 0.287
C: 1.795 -1.005 -1.577
C: -1.695 2.108 1.654
N: 0.461 -0.671 -1.025
S: -1.316 1.801 -0.081
H: 0.259 -2.217 0.634
H: -1.267 -1.653 -0.101
H: 0.837 0.286 0.930
H: 2.450 -0.722 -0.771
H: 1.704 -2.067 -1.858
H: 2.091 -0.499 -2.479
H: -2.382 1.326 2.041
H: -1.815 3.118 1.648
H: -0.703 2.082 2.224
H: -0.328 -0.344 -1.552

=====

# 9
ORCA calculation (ωB97M-V with the def2-TZVPD basis set) on 2 unconnected molecules or ions with the total composition C4H10NS.

- relative energy (zero: lowest compared OMol25 entry of this formula, charge and spin) (kJ/mol) = 331.7
- LUMO level (alpha / beta) (eV) = -5.16 / -5.16
- net charge = +1
- orbital gap (alpha / beta) (Ha) = 0.3286 / 0.3286
- molecular weight (g mol⁻¹) = 104.198
- energy (Eh) = -610.97692

Element x y z (Å)
C: -2.211 -0.455 -0.806
C: -1.552 0.826 -0.434
C: 0.772 0.271 1.333
C: 0.738 -1.281 -0.559
N: 0.600 0.100 -0.096
S: -2.455 0.361 0.925
H: -3.112 -0.336 -1.330
H: -1.568 -1.372 -0.731
H: -1.076 1.680 -0.849
H: 1.738 0.025 1.647
H: 0.597 1.297 1.636
H: 0.087 -0.267 1.884
H: 1.764 -1.696 -0.181
H: 0.034 -1.907 -0.086
H: 0.407 -1.340 -1.678
H: 1.081 0.718 -0.712

=====

# 10
ORCA calculation (ωB97M-V with the def2-TZVPD basis set) on C4H10O in the gas phase.

- relative energy (zero: lowest compared OMol25 entry of this formula, charge and spin) (kJ/mol) = 62.6
- LUMO level (eV) = 1.16
- SMILES = COC(C)C
- net charge = 0
- orbital gap (Ha) = 0.4010
- molecular weight (g mol⁻¹) = 74.123
- energy (Eh) = -233.62109

Element x y z (Å)
C: 1.835 -0.329 -0.768
O: 1.072 -0.234 0.404
C: -0.191 0.380 0.207
C: -1.095 -0.391 -0.768
C: -0.819 0.492 1.595
H: 1.386 -1.026 -1.485
H: 2.820 -0.706 -0.488
H: 1.947 0.649 -1.265
H: -0.021 1.391 -0.206
H: -1.593 -1.228 -0.269
H: -0.559 -0.797 -1.631
H: -1.860 0.282 -1.169
H: -1.905 0.615 1.528
H: -0.408 1.331 2.166
H: -0.609 -0.428 2.150

=====

# 11
ORCA calculation (ωB97M-V with the def2-TZVPD basis set) on a molecular structure, C4H10O.

- relative energy (zero: lowest compared OMol25 entry of this formula, charge and spin) (kJ/mol) = 446.8
- LUMO level (eV) = 1.13
- net charge = 0
- orbital gap (Ha) = 0.3303
- molecular weight (g mol⁻¹) = 74.123
- energy (Eh) = -233.47479

Element x y z (Å)
C: 0.963 -1.912 0.824
C: 1.132 -0.580 0.130
C: -0.663 0.504 0.549
O: -1.101 0.625 -0.723
C: -1.340 1.964 -1.124
H: -0.047 -2.301 0.661
H: 1.675 -2.659 0.451
H: 1.120 -1.804 1.902
H: 0.892 -0.597 -0.934
H: 2.136 -0.157 0.266
H: 0.571 0.448 0.699
H: -1.080 -0.417 0.966
H: -0.902 2.151 -2.111
H: -2.426 2.084 -1.173
H: -0.928 2.652 -0.380

=====

# 12
ORCA calculation (ωB97M-V with the def2-TZVPD basis set) on 2 unconnected molecules or ions with the total composition C4H10O.

- relative energy (zero: lowest compared OMol25 entry of this formula, charge and spin) (kJ/mol) = 251.6
- LUMO level (eV) = 0.84
- SMILES = C=C(C)O.C
- net charge = 0
- orbital gap (Ha) = 0.3610
- molecular weight (g mol⁻¹) = 74.123
- energy (Eh) = -233.54912

Element x y z (Å)
C: -0.026 -0.693 -1.098
C: -0.960 -0.323 -0.274
C: -1.411 -0.990 1.061
O: -1.421 0.977 -0.312
H: 0.319 -0.139 -1.919
H: 0.237 -1.707 -1.040
H: -0.629 -1.655 1.313
H: -2.468 -1.486 1.001
H: -1.653 -0.221 1.715
H: -2.329 0.886 -0.030
C: 2.066 0.920 -0.036
H: 2.641 0.937 -0.896
H: 1.288 1.608 -0.395
H: 2.688 1.752 0.313
H: 1.658 0.134 0.599

=====

# 13
ORCA calculation (ωB97M-V with the def2-TZVPD basis set) on 2 unconnected molecules or ions with the total composition C4H10O.

- relative energy (zero: lowest compared OMol25 entry of this formula, charge and spin) (kJ/mol) = 271.6
- LUMO level (eV) = 0.89
- net charge = 0
- orbital gap (Ha) = 0.3448
- molecular weight (g mol⁻¹) = 74.123
- energy (Eh) = -233.54150

Element x y z (Å)
C: 2.267 -0.024 -0.244
C: 0.930 -0.269 0.459
C: 0.130 1.004 0.384
C: -2.271 -0.504 -0.768
O: -0.349 1.253 1.587
H: 2.803 0.805 0.228
H: 2.094 0.245 -1.290
H: 2.905 -0.912 -0.206
H: 0.370 -1.032 -0.099
H: 1.057 -0.636 1.488
H: -1.540 0.305 -0.865
H: -2.266 -1.104 -1.680
H: -2.012 -1.136 0.087
H: -3.263 -0.074 -0.610
H: -0.855 2.079 1.528

=====

# 14
ORCA calculation (ωB97M-V with the def2-TZVPD basis set) on 2 unconnected molecules or ions with the total composition C4H10O.

- relative energy (zero: lowest compared OMol25 entry of this formula, charge and spin) (kJ/mol) = 126.6
- LUMO level (eV) = 0.85
- SMILES = C=O.CCC
- net charge = 0
- orbital gap (Ha) = 0.4068
- molecular weight (g mol⁻¹) = 74.123
- energy (Eh) = -233.59674

Element x y z (Å)
C: -2.520 -0.368 1.531
O: -2.402 0.486 0.699
H: -2.671 -0.157 2.602
H: -2.481 -1.406 1.129
C: 0.534 -0.707 0.365
C: 1.486 -0.049 -0.619
C: 0.845 1.134 -1.358
H: -0.137 -1.381 -0.160
H: 1.078 -1.376 1.077
H: 0.026 0.094 0.911
H: 2.411 0.307 -0.136
H: 1.865 -0.783 -1.366
H: 1.574 1.530 -2.054
H: 0.417 1.852 -0.657
H: -0.024 0.823 -1.965

=====

# 15
ORCA calculation (ωB97M-V with the def2-TZVPD basis set) on 2 unconnected molecules or ions with the total composition C4H10O.

- relative energy (zero: lowest compared OMol25 entry of this formula, charge and spin) (kJ/mol) = 363.8
- LUMO level (eV) = 0.39
- SMILES = C=O.CCC
- net charge = 0
- orbital gap (Ha) = 0.3783
- molecular weight (g mol⁻¹) = 74.123
- energy (Eh) = -233.50637

Element x y z (Å)
C: 0.230 -1.817 3.345
O: 0.398 -0.720 2.761
H: 0.408 -2.794 2.993
H: -0.160 -1.593 4.369
C: 0.001 1.454 -2.138
C: 0.259 0.185 -1.491
C: -0.350 0.236 -0.065
H: -0.668 2.149 -1.466
H: -0.767 1.239 -3.019
H: 0.905 2.174 -2.492
H: 1.268 -0.136 -1.701
H: 0.016 -0.780 -2.112
H: 0.167 -0.492 0.663
H: -0.283 0.932 0.677
H: -1.425 -0.038 -0.323

=====

# 16
ORCA calculation (ωB97M-V with the def2-TZVPD basis set) on 2 unconnected molecules or ions with the total composition C4H10O.

- relative energy (zero: lowest compared OMol25 entry of this formula, charge and spin) (kJ/mol) = 188.0
- LUMO level (eV) = 0.80
- SMILES = C=O.CCC
- net charge = 0
- orbital gap (Ha) = 0.4053
- molecular weight (g mol⁻¹) = 74.123
- energy (Eh) = -233.57335

Element x y z (Å)
C: -0.431 2.673 0.943
O: 0.192 3.498 0.326
H: 0.054 2.208 1.933
H: -1.471 2.507 0.666
C: -0.529 -0.538 -1.387
C: -0.241 -1.458 -0.097
C: 1.177 -1.135 0.524
H: 0.020 -0.803 -2.303
H: -1.627 -0.449 -1.657
H: -0.384 0.482 -1.291
H: -0.993 -1.358 0.676
H: -0.422 -2.528 -0.470
H: 1.704 -2.026 1.002
H: 1.047 -0.318 1.348
H: 1.904 -0.754 -0.214

=====

# 17
ORCA calculation (ωB97M-V with the def2-TZVPD basis set) on 2 unconnected molecules or ions with the total composition C4H10O.

- relative energy (zero: lowest compared OMol25 entry of this formula, charge and spin) (kJ/mol) = 199.2
- LUMO level (eV) = 0.94
- SMILES = C=CCC.O
- net charge = 0
- orbital gap (Ha) = 0.3789
- molecular weight (g mol⁻¹) = 74.123
- energy (Eh) = -233.56908

Element x y z (Å)
C: 0.125 -1.719 0.054
C: 0.005 -1.528 1.427
C: -1.449 -1.610 1.863
C: -2.108 -0.239 1.674
H: 1.075 -1.662 -0.398
H: -0.691 -2.047 -0.594
H: 0.677 -1.065 2.095
H: -1.981 -2.521 1.483
H: -1.373 -1.905 2.935
H: -2.265 -0.063 0.639
H: -3.045 -0.287 2.148
H: -1.443 0.514 2.210
O: 3.077 3.955 -4.044
H: 2.509 3.597 -3.435
H: 2.482 4.380 -4.840

=====

# 18
ORCA calculation (ωB97M-V with the def2-TZVPD basis set) on a molecular structure, C4H10O.

- relative energy (zero: lowest compared OMol25 entry of this formula, charge and spin) (kJ/mol) = 318.1
- LUMO level (eV) = 0.96
- net charge = 0
- orbital gap (Ha) = 0.3585
- molecular weight (g mol⁻¹) = 74.123
- energy (Eh) = -233.52381

Element x y z (Å)
C: 0.529 1.495 1.383
C: 0.403 0.077 0.903
C: 1.251 -0.490 -0.053
C: -1.232 -0.791 -1.404
O: -0.701 -0.541 1.140
H: 1.289 2.045 0.821
H: -0.442 1.989 1.284
H: 0.802 1.514 2.444
H: 2.125 0.061 -0.393
H: 1.350 -1.575 -0.058
H: 0.100 -0.546 -0.901
H: -0.838 -0.324 -2.315
H: -1.434 -1.840 -1.640
H: -2.180 -0.272 -1.216
H: -1.021 -0.803 0.006

=====

# 19
ORCA calculation (ωB97M-V with the def2-TZVPD basis set) on 2 unconnected molecules or ions with the total composition C4H10O.

- relative energy (zero: lowest compared OMol25 entry of this formula, charge and spin) (kJ/mol) = 119.1
- LUMO level (eV) = 0.82
- SMILES = C/C=C\O.C
- net charge = 0
- orbital gap (Ha) = 0.3472
- molecular weight (g mol⁻¹) = 74.123
- energy (Eh) = -233.59958

Element x y z (Å)
C: -1.674 -0.805 -0.781
C: -0.501 -0.119 -1.420
C: 0.758 -0.359 -1.062
O: 1.066 -1.299 -0.120
H: -1.482 -0.998 0.281
H: -1.874 -1.773 -1.253
H: -2.584 -0.203 -0.860
H: -0.670 0.638 -2.182
H: 1.594 0.228 -1.442
H: 1.916 -1.090 0.280
C: 0.810 1.381 1.281
H: 0.248 1.138 0.375
H: 0.660 2.436 1.505
H: 0.446 0.754 2.098
H: 1.882 1.199 1.134

=====

# 20
ORCA calculation (ωB97M-V with the def2-TZVPD basis set) on 2 unconnected molecules or ions with the total composition C4H10O.

- relative energy (zero: lowest compared OMol25 entry of this formula, charge and spin) (kJ/mol) = 369.6
- LUMO level (eV) = 0.96
- net charge = 0
- orbital gap (Ha) = 0.3379
- molecular weight (g mol⁻¹) = 74.123
- energy (Eh) = -233.50416

Element x y z (Å)
C: 0.521 -0.341 0.428
C: 0.248 -1.133 -0.767
C: -1.372 0.490 0.606
C: 1.441 0.847 0.336
O: -1.285 -0.988 -0.972
H: -1.563 -0.658 -1.855
H: 0.650 -0.930 1.335
H: 0.379 -2.208 -0.637
H: 0.721 -0.762 -1.678
H: 2.491 0.577 0.501
H: 1.370 1.338 -0.639
H: -1.104 1.411 0.103
H: -1.260 0.506 1.684
H: -2.421 0.248 0.463
H: 1.184 1.604 1.092